Arrangement P

Density functional theory data (ωB97M-V with the def2-TZVPD basis set) for C11H13N2 as an isolated structure.

Values from the calculation:
HOMO-LUMO gap	0.3043	hartree
LUMO level	-3.8	eV
total charge	+1

Positions of all 26 atoms, in Å:
H -3.765 -2.223 1.737
H 1.526 1.986 0.874
N 2.320 1.094 -0.795
H -0.102 -0.586 -1.716
C 1.130 -1.295 -0.076
C -1.496 -1.390 -0.420
C -2.365 -1.092 0.598
H -0.607 1.516 2.098
C -1.945 0.006 1.484
C -0.201 -0.721 -0.621
H 3.910 2.100 -1.686
H 1.021 -2.201 0.477
C 2.688 -0.089 -1.245
N 2.232 -1.160 -0.700
H 2.788 3.082 -0.694
H -1.866 -2.268 -1.030
C 0.242 0.427 0.373
H -4.451 -1.074 0.642
H -3.792 -2.641 0.012
H 3.550 -0.220 -1.968
C -0.739 0.601 1.505
C 3.375 2.166 -0.749
H 4.159 2.005 -0.001
C 1.408 1.149 0.183
C -3.639 -1.806 0.700
H -2.767 0.434 2.111


Arrangement Q

Density functional theory data (ωB97M-V with the def2-TZVPD basis set) for an isolated ion of composition C11H13N2 and charge +1.

Values from the calculation:
HOMO-LUMO gap (alpha / beta)	0.2075 / 0.3017	hartree
LUMO level (alpha / beta)	-6.6 / -4.0	eV
total charge	+1

Positions of all 26 atoms, in Å:
C 3.373 0.021 -0.038
H 4.068 0.682 0.570
N 2.042 0.352 0.176
N 0.940 -0.383 0.140
H 0.603 1.761 0.327
H 1.849 -2.127 -0.168
C -3.337 -0.792 0.542
C -0.239 -2.427 -0.095
H 3.667 0.204 -1.016
C 1.693 1.779 0.360
H -4.917 0.389 1.221
H 2.072 2.227 1.294
C -2.013 0.273 -1.054
H 3.475 -1.069 0.126
C 0.927 -1.660 -0.117
C -4.046 0.333 0.731
H -2.250 -3.017 -0.100
H -0.043 -3.500 0.071
H 2.129 2.438 -0.520
C -3.786 1.479 -0.129
H -2.504 2.427 -1.621
H -3.682 -1.756 0.989
C -1.515 -2.163 -0.304
C -2.696 1.423 -0.967
C -2.177 -0.868 -0.330
H -4.310 2.354 -0.005


Preferred: arrangement P; penalty for the next structure: 3.671 eV.


Arrangement P

Density functional theory data (ωB97M-V with the def2-TZVPD basis set) for the molecule C15H22N2O3.

Values from the calculation:
HOMO-LUMO gap	0.3634	hartree
LUMO level	0.5	eV
SMILES string	CC(C)C[C@H](N)C(=O)N[C@@H](Cc1ccccc1)C(=O)O
total charge	0

Positions of all 42 atoms, in Å:
H 0.453 -3.626 -0.476
C 2.955 0.372 0.681
H 0.569 -2.808 1.860
H -0.687 0.044 -0.070
H -0.636 -1.857 -1.560
O 1.299 -3.700 -1.004
O -1.660 -2.049 2.066
H -2.248 1.838 -0.308
C -4.299 1.870 0.393
O 3.272 -2.652 -0.946
H -4.408 0.259 -1.826
C 2.825 2.789 0.636
N -1.548 -1.443 -1.248
H 2.381 3.724 1.037
C 2.413 1.572 1.150
H 4.135 3.787 -0.789
H 5.072 1.650 -1.646
H -3.561 -0.847 0.352
H -2.735 0.442 -2.348
C 4.337 1.642 -0.848
C -1.435 -0.745 0.036
H -2.684 0.160 1.483
H -4.023 2.112 1.457
N 0.319 -2.250 1.005
H 4.337 -0.520 -0.706
H -2.264 -2.157 -1.190
C 3.921 0.425 -0.328
H -3.833 1.849 -2.291
H 1.080 -0.933 -0.420
C 1.454 -1.658 0.308
C -3.533 0.914 -1.791
H 1.990 -0.766 2.156
C -3.151 1.172 -0.329
C 2.464 -0.947 1.229
H 3.332 -1.609 1.407
C -2.762 -0.102 0.432
C -0.951 -1.693 1.140
H -4.570 2.809 -0.134
H -5.185 1.267 0.430
C 3.786 2.824 -0.361
H 1.667 1.560 1.952
C 2.113 -2.720 -0.591


Arrangement Q

Density functional theory data (ωB97M-V with the def2-TZVPD basis set) for C15H22N2O3 as an isolated structure.

Values from the calculation:
HOMO-LUMO gap	0.2461	hartree
LUMO level	-0.7	eV
total charge	0

Positions of all 42 atoms, in Å:
C -1.105 -1.578 -0.779
C 1.020 3.484 -0.108
H 1.072 -0.614 -0.859
H 0.764 4.580 -0.453
H -2.214 -0.400 1.620
H -1.375 -0.059 -2.159
H -0.995 0.625 1.271
H -4.157 -0.812 -0.342
H 1.285 -2.298 1.488
C 2.449 -2.553 -0.237
H 1.856 3.309 -1.921
H 0.498 3.582 2.161
C 2.439 1.106 0.504
H 2.999 -1.905 -1.893
C -2.062 0.655 1.303
C 1.656 2.866 -1.046
C 2.372 1.688 -0.777
C -1.329 -0.135 -1.079
C 0.847 2.982 1.293
H -2.681 1.378 1.618
H 1.554 1.075 2.333
H -0.504 0.414 -0.937
H -2.389 -3.363 -0.966
O -1.126 -2.771 1.478
H 2.937 -0.568 1.452
C -0.542 -1.868 0.696
C 1.496 1.668 1.405
C 2.694 -0.338 0.449
C -3.835 0.266 -0.556
H 3.684 -0.195 -0.047
C -2.349 0.639 -0.261
H 2.851 1.181 -1.559
H -2.145 -2.362 0.897
O 3.312 -2.528 -1.268
O 2.917 -3.203 0.845
N 0.678 -1.436 0.869
C 1.659 -1.272 -0.162
N -2.438 -2.373 -0.546
H -4.285 0.734 -1.550
H -2.366 1.736 -0.733
H -0.580 -1.943 -1.787
H -4.559 0.605 0.344


Preferred: arrangement P; penalty for the next structure: 11.111 eV.


Arrangement P

Density functional theory data (ωB97M-V with the def2-TZVPD basis set) for a 2-piece molecular cluster, C2H10N4 overall.

Values from the calculation:
HOMO-LUMO gap	0.3349	hartree
LUMO level	1.0	eV
SMILES string	CNNN.C=N
total charge	0

Positions of all 16 atoms, in Å:
H -0.509 -1.644 -1.378
H 1.902 -0.291 -2.190
C 0.136 -0.793 -1.576
H 2.175 -0.311 0.605
N -2.328 0.430 0.641
N -1.045 0.710 1.167
H -0.366 0.088 -1.971
H 1.567 1.366 0.369
H -2.342 0.374 -0.378
H -2.645 -0.460 1.021
H -0.823 1.675 0.936
C 1.434 0.425 0.903
H 1.510 0.587 1.986
N 0.011 -0.103 0.573
H -0.060 -1.016 1.025
N 1.384 -1.038 -1.732


Arrangement Q

Density functional theory data (ωB97M-V with the def2-TZVPD basis set) for a 2-piece molecular cluster, C2H10N4 overall.

Values from the calculation:
HOMO-LUMO gap	0.3316	hartree
LUMO level	0.9	eV
SMILES string	[H]/N=N\[H].CCNN
total charge	0

Positions of all 16 atoms, in Å:
H 0.495 -0.977 2.342
H 1.490 0.406 1.830
H -1.200 -0.531 0.861
H 1.613 0.651 -1.866
N 1.154 0.891 -0.927
H -0.593 1.188 0.353
N -2.499 -1.488 -2.802
H 1.063 -0.984 -0.182
C 0.452 -0.001 1.984
N 0.410 -0.251 -0.513
C -0.349 0.137 0.650
H 1.876 1.121 -0.121
N -1.638 -1.847 -2.040
H -2.505 -0.410 -3.049
H -0.942 -1.270 -1.632
H -0.066 0.501 2.693


Arrangement R

Density functional theory data (ωB97M-V with the def2-TZVPD basis set) for a 2-piece molecular cluster, C2H10N4 overall.

Values from the calculation:
HOMO-LUMO gap	0.3664	hartree
LUMO level	0.7	eV
SMILES string	[H]/N=C/N.NCN
total charge	0

Positions of all 16 atoms, in Å:
N -0.433 -0.496 -1.229
H -0.161 -1.651 -2.964
H -1.674 2.771 1.267
H 1.934 -1.700 -0.925
H 0.935 -0.351 -2.825
H -0.255 0.502 -1.174
N 1.401 -2.073 -1.709
N 0.139 0.777 2.971
N -1.456 2.202 2.061
H -0.147 -0.871 -0.332
H -0.148 1.078 0.951
H -1.880 2.456 2.936
C 0.454 -1.121 -2.232
H 0.830 0.092 2.688
H 0.905 -2.921 -1.462
C -0.442 1.307 1.979


Preferred: arrangement R; penalty for the next structure: 2.972 eV.